Below is C3H4N2O as an isolated structure, with properties calculated with ωB97M-V/def2-TZVPD.

Cartesian coordinates (Å):
N (1.78743, 0.15085, -0.36226)
C (0.71728, 0.60458, 0.21253)
N (-0.09890, 1.34719, 0.73195)
C (-1.17791, 0.56120, 0.07744)
C (-1.18745, -0.82841, 0.24402)
O (-0.17166, -1.50116, 0.54096)
H (2.36900, 0.73912, -0.94388)
H (1.87994, -0.86030, -0.38447)
H (-1.98668, 1.15422, -0.32997)
H (-2.16286, -1.32774, 0.11283)

Summary:
Maximum force in Eh/bohr: 0.0181
Relative energy (zero: lowest compared OMol25 entry of this formula, charge and spin) in kcal per mole: 86.89
Orbital gap in Eh: 0.308
E_LUMO in eV: 0.5

List of Mulliken charges in e, atom by atom: atom 1 (N): -0.388, atom 2 (C): 0.627, atom 3 (N): -0.351, atom 4 (C): -0.597, atom 5 (C): 0.152, atom 6 (O): -0.677, atom 7 (H): 0.246, atom 8 (H): 0.281, atom 9 (H): 0.366, atom 10 (H): 0.340